(1)
94
Properties=species:S:1:pos:R:3:mulliken_charge:R:1 method="wB97M-V/def2-TZVPD" charge=0 lumo_ev="-2.9 / -2.9" relative_energy_ev=1.406 e_tot_ev=-121744.25177 gap_ev="2.05 / 2.05" homo_energy_ev="-4.905 / -4.903"
Nb 0.102 -0.302 1.082 -0.95
O 1.107 0.293 -4.568 -0.13
C 0.543 -0.627 -5.519 -0.57
O -0.787 2.083 -3.874 -0.04
C -2.165 1.986 -3.974 -0.93
H -0.478 -0.360 -5.832 0.20
H 0.504 -1.581 -4.993 0.10
H 1.189 -0.729 -6.403 0.29
H -2.622 2.652 -4.731 0.38
H -2.581 2.071 -2.960 0.04
H -2.326 0.895 -4.339 0.32
C 1.215 1.629 -5.087 -0.60
C -0.144 2.318 -5.128 -0.60
H 1.638 1.643 -6.111 0.35
H 1.858 2.169 -4.378 0.23
H -0.711 1.901 -5.980 0.40
H -0.008 3.405 -5.269 0.33
Cl -1.093 0.980 -0.468 0.02
Cl -2.807 -0.494 -4.745 -0.68
N -0.436 0.456 2.927 1.09
P 2.089 1.274 0.828 1.43
P -2.098 -1.654 0.977 0.82
C -2.920 -1.155 2.505 -1.06
C -1.428 -3.331 0.995 -1.11
C 2.293 1.764 2.562 -1.02
C 3.404 0.193 0.253 -1.13
Si 2.872 -1.625 -0.074 0.21
H 4.192 0.212 1.026 0.60
H 3.814 0.611 -0.688 0.50
C 4.060 -2.672 0.936 -1.11
C 3.312 -2.009 -1.859 -1.04
Si 0.340 -3.413 0.249 -0.18
H -2.090 -4.003 0.419 0.78
H -1.370 -3.680 2.036 0.53
C 0.207 -4.043 -1.512 -1.18
C 1.155 -4.759 1.260 -0.98
Si -1.763 -0.304 3.757 -0.16
H -3.354 -2.070 2.946 0.60
H -3.742 -0.461 2.263 0.49
C -1.323 -1.639 5.001 -1.02
C -2.749 0.951 4.732 -1.03
Si 0.674 1.651 3.560 -0.30
H 2.600 2.824 2.539 0.57
H 3.075 1.145 3.022 0.66
C -3.326 -1.471 -0.370 0.86
C -3.362 -2.358 -1.455 0.02
H -2.609 -3.148 -1.526 -0.14
C -4.353 -2.265 -2.425 -0.92
H -4.400 -2.996 -3.233 0.36
C -5.297 -1.232 -2.379 -0.29
H -6.095 -1.177 -3.125 0.36
C -5.201 -0.272 -1.367 -0.92
H -5.919 0.556 -1.331 0.36
C -4.212 -0.371 -0.388 -0.43
H -4.132 0.409 0.369 0.24
C 2.127 2.861 -0.071 0.43
C 0.942 3.587 -0.270 0.05
H -0.022 3.087 -0.148 0.00
C 0.977 4.935 -0.610 -0.95
H 0.047 5.508 -0.686 0.43
C 2.204 5.562 -0.825 -0.44
H 2.252 6.635 -1.023 0.39
C 3.390 4.798 -0.763 -0.69
H 4.345 5.276 -0.964 0.41
C 3.368 3.445 -0.405 -0.78
H 4.291 2.852 -0.353 0.37
H -3.124 1.757 4.088 0.30
H -2.157 1.397 5.547 0.28
H -3.614 0.435 5.179 0.42
H -0.959 -2.553 4.529 0.29
H -2.261 -1.880 5.526 0.39
H -0.584 -1.287 5.727 0.30
C -0.148 3.344 3.450 -1.08
C 1.144 1.392 5.339 -0.90
H -0.659 3.484 2.489 0.21
H 0.622 4.127 3.547 0.38
H -0.876 3.466 4.264 0.33
H 1.758 0.494 5.468 0.26
H 0.268 1.321 5.991 0.26
H 1.744 2.259 5.653 0.40
H 3.297 -1.093 -2.463 0.28
H 2.623 -2.722 -2.318 0.19
H 4.328 -2.427 -1.916 0.33
H 3.683 -2.920 1.938 0.23
H 4.989 -2.101 1.077 0.41
H 4.308 -3.596 0.397 0.33
H -0.359 -4.988 -1.501 0.37
H 1.197 -4.238 -1.947 0.37
H -0.318 -3.316 -2.149 0.32
H 1.365 -4.432 2.286 0.25
H 2.085 -5.108 0.797 0.30
H 0.435 -5.591 1.298 0.43
N 1.161 -1.870 0.229 0.75
I 1.785 -1.770 3.437 -0.23

---

(2)
33
Properties=species:S:1:pos:R:3:nbo_charge:R:1 method="wB97M-V/def2-TZVPD" charge=+1 lumo_ev="-3.8 / -3.8" relative_energy_ev=7.334 e_tot_ev=-19214.46892 gap_ev="7.87 / 7.87" homo_energy_ev="-11.646 / -11.647"
C -0.443 2.261 1.198 -0.29
C 0.120 1.360 2.134 -0.19
C -0.088 2.236 -0.072 -0.14
C 0.832 0.310 1.780 -0.30
C 1.064 1.387 -0.576 -0.12
C 1.208 0.145 0.357 0.09
C -0.695 -1.998 -1.820 -0.37
C -1.709 0.229 -1.848 -0.66
C -1.675 -0.958 0.317 -0.31
C -1.080 -0.894 -1.125 0.00
N 2.263 2.235 -0.418 -0.85
N 1.941 -0.893 -0.028 0.38
N -0.944 -2.022 1.171 -0.74
O 1.918 -2.056 0.832 -0.59
O 2.547 -1.117 -1.088 -0.43
H -1.260 2.925 1.542 0.24
H -0.215 1.599 3.155 0.24
H -0.446 2.915 -0.825 0.23
H 1.009 -0.426 2.584 0.24
H 0.999 1.070 -1.587 0.24
H -0.353 -2.969 -1.322 0.16
H 2.557 -2.615 0.381 0.51
H -0.247 -2.055 -2.775 0.24
H -2.766 0.032 -1.971 0.24
H -1.621 1.113 -1.332 0.22
H -1.300 0.433 -2.786 0.24
H -2.799 -1.144 0.195 0.26
H -1.364 0.098 0.680 0.28
H 2.277 2.800 0.516 0.40
H 2.595 2.629 -1.283 0.40
H -0.263 -1.470 1.776 0.47
H -0.445 -2.718 0.453 0.48
H -1.615 -2.440 1.782 0.44

---

(3)
39
Properties=species:S:1:pos:R:3:nbo_charge:R:1 method="wB97M-V/def2-TZVPD" charge=0 lumo_ev="0.1 / -1.6" spin_multiplicity=2 e_tot_ev=-118818.18335 gap_ev="7.92 / 6.21" homo_energy_ev="-7.798 / -7.822"
Sr 0.880 -1.023 -0.479 1.85
O 2.655 -0.053 -1.559 -0.91
C 3.429 0.941 -1.269 0.42
C 4.795 0.920 -1.645 -0.30
C 5.639 1.962 -1.359 -0.15
C 5.182 3.107 -0.692 -0.30
C 3.862 3.162 -0.323 -0.13
C 2.971 2.102 -0.578 -0.27
C 1.614 2.283 -0.121 0.18
N 0.673 1.410 -0.078 -0.60
C -0.626 1.858 0.407 -0.24
C -1.087 1.074 1.655 -0.27
N -0.399 -0.212 1.819 -0.46
C -1.071 -1.291 1.746 0.13
C -2.462 -1.427 1.240 -0.23
C -3.604 -1.361 2.023 -0.17
C -4.856 -1.463 1.434 -0.23
C -4.956 -1.623 0.058 -0.18
C -3.819 -1.699 -0.730 -0.28
C -2.563 -1.617 -0.141 0.40
O -1.419 -1.722 -0.882 -0.95
H 5.145 0.042 -2.174 0.22
H 6.678 1.901 -1.662 0.21
H 5.853 3.928 -0.478 0.21
H 3.481 4.039 0.189 0.20
H 1.394 3.295 0.241 0.15
H -1.357 1.712 -0.394 0.20
H -0.614 2.926 0.647 0.19
H -2.171 0.955 1.628 0.20
H -0.834 1.639 2.554 0.21
H -0.529 -2.214 1.972 0.20
H -3.512 -1.221 3.094 0.22
H -5.748 -1.412 2.043 0.22
H -5.930 -1.697 -0.408 0.22
H -3.890 -1.837 -1.802 0.23
Cl -0.314 -4.897 -3.399 -0.43
Ge -0.919 -3.653 -1.653 1.21
Cl -2.425 -4.856 -0.679 -0.42
Cl 0.855 -3.978 -0.245 -0.54

---

(4)
103
Properties=species:S:1:pos:R:3:mulliken_charge:R:1 method="wB97M-V/def2-TZVPD" charge=+1 lumo_ev=-3.2 e_tot_ev=-84037.10227 gap_ev=9.12 homo_energy_ev=-12.286
F 4.745 -0.395 1.715 -0.30
C 3.781 -0.035 0.766 0.51
F 4.022 1.285 0.408 -0.24
F 4.015 -0.832 -0.351 -0.21
C 2.300 -0.194 1.344 0.53
F 2.307 0.287 2.666 -0.27
F 1.987 -1.565 1.373 -0.26
C 1.181 0.580 0.518 0.46
F 1.071 1.943 0.815 -0.20
F 1.559 0.498 -0.867 -0.25
C -0.251 -0.096 0.629 -0.52
C -0.771 -0.338 2.122 -0.63
O -1.960 -1.180 2.001 -0.50
C -2.982 -0.536 1.206 -0.27
C -2.481 -0.096 -0.262 -0.09
N -1.270 0.779 -0.042 0.28
H -0.226 -1.105 0.113 0.05
H -0.019 -0.938 2.716 0.39
H -1.051 0.637 2.667 0.54
H -3.797 -1.308 1.037 0.17
H -3.442 0.397 1.684 0.18
H -2.174 -1.036 -0.842 0.13
H -3.296 0.414 -0.866 0.41
H -1.530 1.501 0.665 0.45
H -0.935 1.257 -0.892 0.50
O 5.509 0.184 4.444 -0.68
H 6.435 0.189 4.148 0.35
H 5.014 -0.085 3.660 0.34
O -1.959 2.991 -1.566 -0.53
H -1.232 3.466 -1.990 0.28
H -2.720 3.573 -1.689 0.24
O -2.355 -3.494 -0.710 -0.51
H -2.834 -4.255 -1.070 0.24
H -1.436 -3.659 -0.957 0.17
O 2.819 0.335 5.755 -0.64
H 3.741 0.339 5.457 0.41
H 2.322 0.065 4.976 0.28
O -1.982 3.301 -4.330 -0.52
H -2.266 2.413 -4.082 0.30
H -1.725 3.214 -5.260 0.25
O 7.040 -2.682 4.654 -0.65
H 6.288 -2.083 4.741 0.33
H 7.222 -2.962 5.561 0.35
O 0.367 -2.319 -2.217 -0.54
H 1.209 -2.592 -2.604 0.30
H 0.488 -1.379 -2.040 0.29
O -0.462 2.338 3.505 -0.64
H 0.386 2.072 3.130 0.24
H -0.347 3.279 3.689 0.28
O 7.575 1.049 2.671 -0.61
H 6.803 1.024 2.094 0.28
H 8.018 1.872 2.433 0.31
O 1.606 4.389 3.117 -0.55
H 2.472 3.983 3.248 0.26
H 1.811 5.279 2.806 0.30
O 1.712 1.025 -3.705 -0.63
H 0.963 1.626 -3.617 0.29
H 1.896 0.742 -2.801 0.41
O -1.428 -3.064 4.150 -0.66
H -0.859 -2.488 4.674 0.29
H -1.729 -2.502 3.421 0.57
O -1.193 4.661 -6.933 -0.71
H -0.620 5.240 -6.416 0.32
H -1.496 5.222 -7.659 0.35
O -2.663 -5.643 -2.907 -0.61
H -3.143 -6.403 -3.263 0.30
H -1.745 -5.811 -3.154 0.31
O -4.997 4.311 -5.218 -0.64
H -4.068 4.119 -5.042 0.35
H -5.007 4.596 -6.139 0.31
O -5.261 -2.591 0.168 -0.57
H -5.743 -3.348 -0.190 0.31
H -4.342 -2.762 -0.082 0.21
O 7.771 -4.519 7.262 -0.63
H 7.289 -5.278 6.913 0.32
H 8.688 -4.692 7.018 0.32
O -0.419 6.249 1.285 -0.62
H -0.418 5.588 1.987 0.31
H 0.030 7.008 1.676 0.31
O -4.247 1.388 3.560 -0.56
H -5.000 1.985 3.651 0.27
H -4.063 1.105 4.464 0.28
O -3.664 -5.500 -5.635 -0.63
H -3.095 -4.920 -5.113 0.33
H -3.969 -4.937 -6.357 0.31
O -2.821 -2.512 -4.343 -0.63
H -2.811 -3.180 -3.643 0.39
H -2.365 -1.758 -3.952 0.26
O -7.117 -1.860 2.817 -0.62
H -7.398 -2.749 3.062 0.31
H -6.858 -1.944 1.890 0.30
O -1.236 6.155 -3.384 -0.61
H -1.721 5.398 -3.739 0.26
H -0.319 5.983 -3.631 0.31
O 6.690 -2.146 9.454 -0.63
H 7.536 -1.861 9.092 0.31
H 6.341 -2.746 8.784 0.31
O -2.470 -7.480 -7.863 -0.64
H -1.523 -7.547 -7.694 0.30
H -2.807 -6.972 -7.113 0.35
O 0.378 5.338 -8.985 -0.61
H 0.095 4.449 -8.738 0.35
H 0.636 5.253 -9.911 0.30

---

(5)
99
Properties=species:S:1:pos:R:3:lowdin_spin:R:1 method="wB97M-V/def2-TZVPD" charge=0 lumo_ev="0.1 / 0.5" relative_energy_ev=0.928 spin_multiplicity=5 e_tot_ev=-116003.35224 gap_ev="7.59 / 7.98" homo_energy_ev="-7.487 / -7.457"
Cr 0.189 -0.437 0.264 3.86
C 5.693 1.159 -1.387 0.00
C 5.092 2.380 -1.110 0.00
C 3.893 2.423 -0.402 0.00
C 3.260 1.257 0.045 -0.01
C 3.884 0.039 -0.260 0.00
C 5.086 -0.015 -0.957 0.00
Si 1.683 1.286 1.133 -0.01
C 2.378 0.761 2.820 -0.01
C 2.606 -0.587 3.118 0.00
C 3.165 -0.985 4.326 0.00
C 3.502 -0.031 5.279 0.00
C 3.280 1.314 5.011 0.00
C 2.724 1.702 3.795 0.00
H 6.633 1.123 -1.926 0.00
H 5.561 3.300 -1.438 0.00
H 3.442 3.389 -0.185 0.00
H 3.436 -0.897 0.072 0.00
H 5.549 -0.972 -1.167 0.00
H 1.474 2.754 1.293 0.00
H 2.343 -1.355 2.394 0.00
H 3.326 -2.038 4.530 0.00
H 3.927 -0.336 6.229 0.00
H 3.541 2.062 5.750 0.00
H 2.558 2.758 3.601 0.00
C -3.930 2.041 5.269 0.00
C -2.962 2.157 4.108 0.00
C -3.659 2.408 2.784 0.00
O -2.108 0.985 4.141 0.00
P -2.170 -0.397 3.386 0.01
S -0.931 -1.614 4.254 0.01
S -1.909 -0.123 1.389 0.03
O -3.720 -0.731 3.572 0.00
C -4.519 -1.893 3.213 0.00
C -3.985 -3.183 3.804 0.00
C -4.736 -1.986 1.714 0.00
H -4.496 2.970 5.373 0.00
H -3.393 1.852 6.199 0.00
H -4.628 1.219 5.096 0.00
H -2.264 2.969 4.295 0.00
H -4.333 1.587 2.528 0.00
H -2.948 2.538 1.968 0.00
H -4.250 3.321 2.885 0.00
H -5.470 -1.666 3.689 0.00
H -3.117 -3.550 3.251 0.00
H -4.776 -3.934 3.751 0.00
H -3.689 -3.050 4.844 0.00
H -3.800 -2.199 1.195 0.00
H -5.140 -1.051 1.316 0.00
H -5.446 -2.793 1.507 0.00
C 2.589 -1.206 -3.540 0.00
C 1.789 0.054 -3.891 0.00
C 1.273 -0.040 -5.324 0.00
C 2.705 1.269 -3.741 0.00
Sb 0.212 0.182 -2.391 0.02
C -0.536 2.232 -2.547 0.01
C 0.460 3.143 -1.829 0.00
C -1.874 2.286 -1.808 0.00
C -0.717 2.700 -3.991 0.00
C -1.408 -1.074 -3.185 0.00
C -2.110 -0.518 -4.420 0.00
C -2.440 -1.267 -2.066 0.01
C -0.789 -2.440 -3.495 0.00
H 3.429 -1.308 -4.241 0.00
H 1.987 -2.115 -3.616 0.00
H 3.007 -1.150 -2.533 0.00
H 2.141 -0.073 -5.999 0.00
H 0.668 0.823 -5.612 0.00
H 0.689 -0.942 -5.506 0.00
H 3.595 1.112 -4.367 0.00
H 3.053 1.403 -2.714 0.00
H 2.232 2.193 -4.075 0.00
H 0.585 2.863 -0.781 0.00
H 0.068 4.170 -1.848 0.00
H 1.443 3.157 -2.297 0.00
H -1.821 1.863 -0.803 0.00
H -2.667 1.769 -2.355 0.00
H -2.178 3.337 -1.701 0.00
H 0.211 2.656 -4.564 0.00
H -1.040 3.751 -3.982 0.00
H -1.472 2.130 -4.528 0.00
H -2.685 0.377 -4.182 0.00
H -2.822 -1.270 -4.788 0.00
H -1.430 -0.283 -5.238 0.00
H -3.015 -0.361 -1.864 0.00
H -1.994 -1.591 -1.124 0.00
H -3.150 -2.052 -2.367 0.00
H -0.018 -2.400 -4.265 0.00
H -1.577 -3.115 -3.857 0.00
H -0.357 -2.897 -2.600 0.00
N 0.077 -3.108 1.494 0.01
C 0.789 -4.210 1.684 0.01
C 1.560 -4.416 0.552 0.00
C 1.243 -3.341 -0.276 0.02
N 0.344 -2.540 0.301 0.02
H -0.454 -2.593 2.221 0.00
H 0.703 -4.766 2.606 0.00
H 2.238 -5.229 0.351 0.00
H 1.625 -3.099 -1.257 0.00

---

(6)
79
Properties=species:S:1:pos:R:3:mulliken_charge:R:1 method="wB97M-V/def2-TZVPD" charge=+1 lumo_ev="-3.9 / -3.9" relative_energy_ev=0.959 e_tot_ev=-132944.16252 gap_ev="5.53 / 5.53" homo_energy_ev="-9.473 / -9.470"
W 0.279 0.683 0.551 1.30
C -0.663 4.920 1.222 -1.74
C -0.304 3.608 0.611 1.31
N 0.216 2.618 1.273 0.97
N 0.752 2.845 2.518 -1.50
C 1.616 1.905 2.746 0.33
O 1.809 0.964 1.858 -0.67
C 2.485 1.917 3.934 0.56
C 2.674 3.091 4.656 -0.60
C 3.559 3.110 5.721 -0.68
C 4.248 1.958 6.077 -0.43
C 4.050 0.781 5.366 -0.81
C 3.173 0.762 4.293 -0.07
C -0.464 3.277 -0.776 0.66
C -0.948 4.163 -1.740 -1.27
C -0.956 3.789 -3.058 -0.59
C -0.464 2.528 -3.404 -1.13
C -0.030 1.690 -2.414 -0.25
N -0.033 2.035 -1.112 0.44
H -0.226 4.994 2.211 0.39
H -1.751 4.987 1.316 0.29
H -0.321 5.756 0.609 0.41
H 2.129 3.981 4.368 0.48
H 3.723 4.029 6.269 0.40
H 4.942 1.977 6.908 0.39
H 4.586 -0.118 5.642 0.42
H 3.011 -0.150 3.732 0.34
H -1.310 5.132 -1.423 0.48
H -1.338 4.458 -3.818 0.45
H -0.440 2.200 -4.434 0.54
H 0.332 0.701 -2.644 0.71
O 3.721 -0.830 -1.195 -0.51
C 2.660 -0.635 -0.471 -0.09
O 1.906 0.301 -0.686 -0.61
C 2.334 -1.571 0.607 0.42
C 3.081 -2.627 1.077 -0.73
C 2.612 -3.307 2.193 -0.84
C 1.441 -2.893 2.803 -0.62
C 0.762 -1.822 2.253 0.10
N 1.185 -1.224 1.158 1.46
C -0.460 -1.138 2.798 0.36
O -1.175 -1.623 3.648 -0.73
O -0.655 0.006 2.219 -0.90
H 3.779 -0.139 -1.877 0.43
H 4.004 -2.893 0.578 0.64
H 3.176 -4.132 2.608 0.51
H 1.067 -3.360 3.704 0.59
C -1.003 -3.335 -6.482 -1.56
C -0.928 -2.712 -5.113 0.54
C 0.007 -3.142 -4.177 -1.02
C 0.056 -2.620 -2.889 0.51
C 1.089 -3.144 -1.929 -0.88
C -0.869 -1.626 -2.542 0.34
Se -0.996 -1.063 -0.698 0.32
C -1.805 -1.145 -3.462 0.84
C -2.827 -0.075 -3.160 -1.83
C -1.810 -1.711 -4.737 -0.81
H -0.152 -3.991 -6.664 0.35
H -1.023 -2.573 -7.263 0.37
H -1.914 -3.928 -6.582 0.33
H 0.717 -3.916 -4.454 0.31
H 1.612 -4.000 -2.355 0.48
H 0.628 -3.445 -0.986 0.23
H 1.830 -2.374 -1.706 -0.04
H -2.728 0.325 -2.153 -0.16
H -3.837 -0.481 -3.256 0.48
H -2.738 0.742 -3.876 0.43
H -2.549 -1.356 -5.452 0.45
S -2.491 1.648 0.679 -0.06
C -3.479 0.260 0.780 0.20
N -3.389 -0.523 1.886 0.15
C -3.942 -1.744 1.965 -0.11
C -4.717 -2.184 0.936 -0.71
C -4.924 -1.279 -0.108 -0.02
N -4.329 -0.100 -0.189 -0.33
H -2.770 -0.213 2.630 0.27
H -3.732 -2.308 2.862 0.48
H -5.156 -3.170 0.940 0.45
H -5.604 -1.523 -0.918 0.43